Here is C44H49AsCsN7STe as an isolated structure from OMol25. Energies are from wB97M-V/def2-TZVPD.

The calculation puts the relative energy (zero: lowest compared OMol25 entry of this formula, charge and spin) at 0.0755 eV. The HOMO-LUMO gap comes out at 5.72 eV.

```
! RIJCOSX wB97M-V def2-TZVPD def2/J DEFGRID3
* xyz 0 1
Cs -0.612 1.717 0.017
N -3.395 -1.653 3.121
C -3.305 -2.650 2.176
C -2.669 -2.085 1.114
N -2.366 -0.775 1.379
C -2.812 -0.543 2.590
C -2.675 0.734 3.281
N -2.020 1.760 2.796
C -2.110 2.748 3.743
C -2.829 2.311 4.813
N -3.188 1.017 4.509
H -3.790 -1.759 4.040
H -3.690 -3.637 2.350
H -2.401 -2.544 0.179
H -1.647 3.707 3.596
H -3.113 2.781 5.735
H -3.747 0.418 5.094
Te 0.901 -3.765 -1.875
C 0.966 -5.514 -3.077
C 0.889 -5.426 -4.464
C 0.928 -6.573 -5.241
C 1.025 -7.821 -4.639
C 1.090 -7.916 -3.258
C 1.069 -6.765 -2.480
C 2.543 -2.899 -2.891
C 2.555 -1.542 -3.193
C 3.660 -0.977 -3.817
C 4.748 -1.766 -4.162
C 4.733 -3.123 -3.871
C 3.640 -3.687 -3.228
H 0.806 -4.457 -4.940
H 0.875 -6.494 -6.319
H 1.051 -8.716 -5.247
H 1.170 -8.885 -2.783
H 1.143 -6.844 -1.402
H 1.708 -0.921 -2.927
H 3.662 0.082 -4.044
H 5.602 -1.325 -4.657
H 5.576 -3.747 -4.140
H 3.637 -4.746 -3.000
C 4.573 7.492 -4.649
C 4.078 6.526 -3.608
C 3.789 6.941 -2.318
C 3.315 6.064 -1.343
C 3.065 6.610 0.038
C 3.129 4.719 -1.673
As 2.380 3.428 -0.375
N 0.877 4.285 0.177
C -0.090 4.548 -0.732
C -0.115 4.151 -2.096
C -1.230 4.349 -2.900
C -2.375 4.958 -2.412
C -2.370 5.385 -1.082
C -1.273 5.193 -0.271
C 3.584 3.701 1.170
C 4.969 3.702 0.954
C 5.603 3.447 -0.391
C 5.841 3.914 2.021
C 5.385 4.091 3.314
C 6.329 4.355 4.455
C 4.018 3.981 3.529
C 3.114 3.763 2.495
C 1.674 3.538 2.887
C 3.420 4.279 -2.974
C 3.278 2.837 -3.400
C 3.886 5.186 -3.918
H 4.656 8.499 -4.243
H 3.894 7.526 -5.503
H 5.555 7.197 -5.025
H 3.928 7.984 -2.054
H 2.932 7.690 -0.006
H 3.916 6.402 0.692
H 2.180 6.158 0.488
H 0.763 3.690 -2.531
H -1.194 4.020 -3.934
H -3.238 5.114 -3.044
H -3.246 5.879 -0.674
H -1.286 5.528 0.761
H 5.032 2.732 -0.987
H 6.606 3.042 -0.251
H 5.685 4.357 -0.987
H 6.908 3.927 1.827
H 7.366 4.241 4.142
H 6.147 3.671 5.285
H 6.204 5.370 4.835
H 3.638 4.042 4.543
H 1.599 3.460 3.972
H 1.295 2.603 2.462
H 1.027 4.330 2.518
H 2.305 2.414 -3.144
H 4.027 2.200 -2.921
H 3.415 2.750 -4.478
H 4.098 4.838 -4.924
C 5.167 -2.203 -0.492
N 3.775 -2.083 -0.117
C 3.076 -0.939 -0.162
N 3.741 0.191 -0.406
S 1.396 -0.948 0.066
H 5.459 -3.245 -0.404
H 5.807 -1.620 0.174
H 5.331 -1.888 -1.526
H 3.214 -2.921 -0.027
H 4.733 0.210 -0.552
H 3.217 1.069 -0.447
*
```